Molecular formula: C2H5N3O2S2
Method: DFT, ωB97M-V with the def2-TZVPD basis set

ORCA input file:
```
! wB97M-V def2-TZVPD RIJCOSX def2/J DEFGRID3
* xyz 0 3
H -1.746 2.435 1.028
H -0.375 1.648 -0.271
C -1.421 1.680 0.254
O 1.794 0.893 0.363
S -1.477 -1.372 0.194
H 1.930 -1.509 -1.434
C -0.214 -0.594 0.942
S 0.969 -0.111 -0.201
N -2.442 -0.283 -0.504
O 0.335 0.247 -1.467
H 2.785 -1.501 0.043
N -2.273 0.901 -0.312
H 0.262 -0.883 1.803
N 1.872 -1.551 -0.438
*
```

- max |F| (eV Å⁻¹) = 3.7
- ΔE to the lowest compared entry with this formula, charge and spin (kJ/mol) = 0.0
- frontier orbital gap (spin up / spin down) (eV) = 7.244 / 6.804
- ⟨S²⟩ = 2.0181

***

Molecular formula: C5H8O2
Method: DFT, ωB97M-V with the def2-TZVPD basis set

ORCA input file:
```
! wB97M-V def2-TZVPD RIJCOSX def2/J DEFGRID3
* xyz 0 1
H 1.885 0.597 1.673
H 1.707 -1.122 1.299
C 0.589 0.158 0.027
H -2.237 -1.167 1.129
O 0.259 1.496 -0.356
H 0.203 -1.843 -0.800
O -1.325 -0.924 1.327
H 2.724 -0.104 0.269
H -1.819 1.478 -0.871
C -0.085 -0.801 -0.916
C 1.801 -0.125 0.856
C -1.137 1.251 -0.040
H -1.440 1.800 0.860
C -0.832 -0.206 0.255
H -0.288 -0.469 -1.933
*
```

- max |F| (eV Å⁻¹) = 0.5
- ΔE to the lowest compared entry with this formula, charge and spin (kJ/mol) = 237.7
- frontier orbital gap (eV) = 9.960

***

Molecular formula: C2H6N2O3
Method: DFT, ωB97M-V with the def2-TZVPD basis set

ORCA input file:
```
! wB97M-V def2-TZVPD RIJCOSX def2/J DEFGRID3
* xyz 0 1
H 2.777 -1.200 0.119
C 1.431 1.290 -0.139
H 0.135 -1.773 0.062
H -2.761 -0.084 -1.555
N -0.752 -0.157 1.252
C 0.148 -0.725 0.550
H 2.316 1.517 -0.722
H -1.490 -0.792 1.536
N 1.267 -0.082 0.088
O 2.077 -1.023 -0.532
O 0.601 2.038 0.249
O -2.924 0.022 -0.564
H -2.824 0.969 -0.345
*
```

- max |F| (eV Å⁻¹) = 2.7
- ΔE to the lowest compared entry with this formula, charge and spin (kJ/mol) = 380.7
- frontier orbital gap (eV) = 10.125

***

Molecular formula: C14H20NO4PRuS3
Method: DFT, ωB97M-V with the def2-TZVPD basis set

ORCA input file:
```
! wB97M-V def2-TZVPD RIJCOSX def2/J DEFGRID3
* xyz 1 6
H -3.913 -0.242 -1.734
H 0.428 6.332 -1.149
C -1.614 -4.847 1.047
H 7.460 1.576 2.049
H -1.556 0.718 -3.444
O -1.613 0.986 -1.381
H -0.344 4.844 -3.014
N 3.330 0.309 0.940
C 5.641 0.432 2.119
Ru 1.292 0.083 0.055
P -0.374 1.943 -1.204
S 1.153 -2.238 -0.134
C -0.200 5.464 -0.945
H 5.461 0.571 3.187
C -2.520 -2.645 1.447
H -2.863 1.758 -2.835
H -1.235 5.794 -0.887
H -3.755 -0.492 -3.476
H 1.013 4.116 -2.141
S 1.241 1.176 -2.150
H -3.336 -2.000 1.750
C -3.199 -0.367 -2.547
C 6.498 1.565 1.543
H 6.019 2.531 1.691
C -0.020 4.455 -2.051
C -1.364 -2.073 0.951
H 6.122 -0.540 1.992
H -1.748 -5.920 1.072
H -4.191 -3.277 3.230
H 0.359 -4.914 0.216
O -4.644 -4.058 2.890
O -4.227 -5.788 1.573
O -0.876 3.295 -1.823
C 4.343 0.354 1.472
C -2.649 -4.031 1.502
H -1.282 -0.995 0.873
S -0.017 1.980 0.786
C -3.902 -4.713 1.981
H -2.613 -1.269 -2.372
C -2.304 0.841 -2.659
C -0.315 -2.892 0.518
H 6.671 1.420 0.478
C -0.451 -4.288 0.565
H 0.095 5.048 0.018
*
```

- max |F| (eV Å⁻¹) = 0.4
- frontier orbital gap (spin up / spin down) (eV) = 9.086 / 6.163
- ⟨S²⟩ = 8.7814

***

Molecular formula: C24H36AsN2ORuS4
Method: DFT, ωB97M-V with the def2-TZVPD basis set

ORCA input file:
```
! wB97M-V def2-TZVPD RIJCOSX def2/J DEFGRID3
* xyz -2 6
H 0.151 -0.718 -4.537
C 2.812 4.533 2.429
H 3.196 -3.449 -1.796
H -4.638 -1.873 0.803
H -0.861 0.417 -3.614
C -1.972 -4.669 -0.424
C -2.659 -1.924 2.768
C 1.816 2.366 1.742
S -1.982 2.121 1.834
H 0.565 4.766 3.899
H 1.213 -2.053 -2.281
C 1.171 0.271 -2.912
H 1.167 4.510 0.196
H -1.971 -0.511 1.372
As -3.856 3.313 1.174
N -0.197 -0.812 -0.119
H 1.068 -4.947 -3.118
Ru -0.873 1.369 0.007
C -0.732 -2.070 -0.333
H 2.173 -4.564 -0.874
H -4.440 -0.262 1.517
H -3.421 -3.802 0.892
S -3.284 5.347 1.210
H 3.783 1.984 2.638
S -5.491 2.608 2.316
S -2.282 1.639 -1.582
H 1.847 -1.139 -0.740
H 3.649 -0.342 1.217
H 0.793 2.300 -3.480
N 1.022 1.627 0.898
H -3.008 -1.131 3.431
H -0.003 -3.712 -3.780
C 2.969 1.654 2.011
C -0.818 -4.396 -1.120
H 2.424 -2.924 -0.291
H 2.012 -0.442 -2.968
H 3.425 4.529 1.527
C 1.499 3.768 2.212
C 0.955 -3.873 -3.285
H 1.750 -3.570 -3.970
H -0.480 -1.152 -2.935
H 2.502 1.946 -3.205
C -1.933 -2.385 0.396
C 1.053 -3.077 -1.980
H 1.700 1.375 -4.687
C 2.288 -3.524 -1.192
C -2.595 -1.399 1.333
C 1.575 1.552 -3.617
H 3.401 4.101 3.239
C 0.750 3.744 3.552
H -3.353 -2.766 2.861
H 1.344 3.222 4.306
C 2.909 0.442 1.267
H -0.330 4.117 1.061
H -0.211 3.244 3.459
H -3.942 -0.550 -0.145
C 1.116 -0.383 -0.459
C 0.673 4.524 1.171
H 0.551 5.563 1.489
C -0.204 -3.143 -1.125
H -0.364 -5.184 -1.711
C -3.985 -0.995 0.849
O 0.987 0.619 -1.552
H 2.585 5.568 2.697
H -2.435 -5.647 -0.456
C -0.078 -0.339 -3.537
H -1.678 -2.256 3.112
C -2.516 -3.632 0.320
C 1.703 0.474 0.620
*
```

- max |F| (eV Å⁻¹) = 0.5
- ΔE to the lowest compared entry with this formula, charge and spin (kJ/mol) = 136.7
- frontier orbital gap (spin up / spin down) (eV) = 5.538 / 5.671
- ⟨S²⟩ = 8.7876

***

Molecular formula: C21H28O21
Method: DFT, ωB97M-V with the def2-TZVPD basis set

ORCA input file:
```
! wB97M-V def2-TZVPD RIJCOSX def2/J DEFGRID3
* xyz 0 1
C -11.398 7.928 13.791
C -10.685 9.415 17.170
H -6.718 4.231 12.513
H -15.416 7.300 16.245
H -11.016 7.840 7.481
O -15.145 9.192 13.988
C -7.134 6.340 12.808
O -12.221 7.532 14.861
C -10.402 8.544 8.043
O -12.176 10.550 10.255
O -13.169 5.536 15.555
H -9.564 8.900 7.445
C -11.568 9.695 9.643
C -12.449 6.173 14.749
O -17.395 8.628 19.617
H -11.635 9.090 17.594
C -16.487 8.350 18.805
C -15.519 8.450 13.094
H -14.364 6.788 17.610
H -15.857 4.613 17.844
O -15.302 9.117 18.740
H -6.535 7.182 13.155
H -10.281 7.362 17.389
H -5.625 5.106 13.589
H -13.714 8.850 17.397
H -13.880 3.250 16.401
O -9.936 10.445 17.823
O -8.381 6.463 13.512
O -14.726 8.074 12.102
O -7.432 4.710 14.451
C -14.888 4.168 18.072
C -16.726 7.294 11.670
C -9.692 8.280 17.373
H -15.304 9.434 16.701
O -10.967 8.738 10.320
H -10.425 6.931 9.392
H -10.410 7.972 14.249
H -8.970 8.158 16.566
H -11.692 8.826 13.247
C -10.119 7.977 9.407
H -10.957 9.621 16.135
H -10.494 6.633 12.385
C -6.666 5.002 13.282
O -8.553 10.442 19.704
H -9.071 8.183 9.624
C -15.191 7.429 17.303
H -12.231 7.091 11.985
C -11.503 6.823 12.751
H -15.226 7.273 10.197
C -14.155 2.363 19.286
O -16.748 7.930 12.874
C -14.801 8.858 17.478
O -11.286 9.658 8.372
H -17.226 7.983 10.989
H -15.494 2.626 16.663
O -14.971 3.512 19.303
O -13.673 1.802 20.310
C -8.450 5.597 14.553
C -15.278 7.133 11.277
O -9.113 8.624 18.605
H -14.956 6.108 11.458
H -14.092 4.910 18.006
O -9.298 5.628 15.446
H -17.071 6.268 11.792
O -16.447 7.405 17.966
C -9.122 9.900 18.783
C -14.602 2.989 17.174
H -7.193 6.269 11.722
O -11.891 5.756 13.622
O -13.992 2.077 18.075
*
```

- max |F| (eV Å⁻¹) = 7.4
- ΔE to the lowest compared entry with this formula, charge and spin (kJ/mol) = 337.7
- frontier orbital gap (eV) = 9.610

***

Molecular formula: C6H30NO9
Method: DFT, ωB97M-V with the def2-TZVPD basis set

ORCA input file:
```
! wB97M-V def2-TZVPD RIJCOSX def2/J DEFGRID3
* xyz -1 1
H 0.609 0.104 2.000
H -1.748 -2.812 -0.658
O 2.960 1.370 2.464
H -2.019 -4.143 0.314
O -0.781 -4.491 -1.032
H 3.720 2.262 -1.642
O -2.395 -0.161 -1.546
H 0.952 -2.865 -0.151
H 2.735 2.125 1.781
C -1.326 -1.622 2.046
H -2.703 -0.168 2.433
H -0.841 -2.303 2.914
H 2.265 0.800 2.776
H 0.079 1.089 -4.064
H 1.823 1.003 -0.277
H 0.940 3.209 0.952
H -1.155 4.105 -0.596
H 1.051 -0.312 -0.910
H -0.948 -2.958 -2.633
H -1.168 0.239 3.229
O -0.690 0.811 -4.523
O 0.032 3.166 1.285
O -1.044 -2.452 -3.336
C 0.962 0.413 -0.077
C -1.139 -3.535 -0.019
O 2.327 3.056 0.561
H -1.440 0.468 1.383
C 0.931 -0.531 1.187
H 0.259 -4.544 -0.973
O -1.285 3.148 -0.930
H -1.111 0.101 -4.060
H -2.104 -2.179 1.671
N -0.237 -1.549 1.007
H -1.717 0.000 -0.869
C -0.002 -2.895 0.622
O 3.219 2.931 -1.917
H -0.875 2.658 -0.392
H 2.719 3.010 -0.976
H 0.095 1.081 0.025
H 2.651 3.839 0.732
C -1.653 -0.158 2.273
H -1.614 -1.648 -3.038
H -2.568 0.778 -1.781
H -0.336 3.855 1.946
H 0.559 -3.484 1.463
H 2.010 -0.811 1.340
*
```

- max |F| (eV Å⁻¹) = 12.1
- ΔE to the lowest compared entry with this formula, charge and spin (kJ/mol) = 723.4
- frontier orbital gap (eV) = 8.932

***

Molecular formula: C4H3FO3S
Method: DFT, ωB97M-V with the def2-TZVPD basis set

ORCA input file:
```
! wB97M-V def2-TZVPD RIJCOSX def2/J DEFGRID3
* xyz 0 1
O -3.885 0.765 -0.190
S -2.621 1.167 0.331
C 0.682 1.483 0.107
C -0.203 1.141 -0.931
F -3.476 -2.473 -0.090
C 1.360 1.941 1.003
O -1.881 -1.067 0.577
H 0.189 0.780 -1.836
H 1.846 2.560 1.632
H -1.636 -2.177 -1.071
O -1.523 1.094 -0.882
C -2.313 -1.826 -0.211
*
```

- max |F| (eV Å⁻¹) = 3.4
- ΔE to the lowest compared entry with this formula, charge and spin (kJ/mol) = 178.4
- frontier orbital gap (spin up / spin down) (eV) = 7.204 / 7.781